Below is the molecule C9H19N3O3 at a distorted geometry, with properties calculated with the ωB97M-V functional and the def2-TZVPD basis.

The value obtained for the molecular weight is 217.27 g mol⁻¹. The value obtained for the total energy is -744.25625 Eh. For the HOMO energy, the calculation gives -9.3 eV. The SMILES is C[C@H](N)C(=O)N[C@@H](CCCCN)C(=O)O. For the orbital gap, the calculation gives 9.41 eV. For the LUMO energy, the calculation gives 0.124 eV. As for the total charge: 0.

Each line ends with the Mulliken charge.
Positions of all 34 atoms, in Å:
C -2.92 0.31 -0.18  0.047
C -1.63 -0.17 -0.99  0.288
C -2.75 -0.73 1.12  -1.010
C 0.05 1.28 -0.03  -0.156
C 1.22 1.83 -0.89  0.257
C 0.42 0.98 1.44  -0.901
C 1.09 -0.43 1.64  -0.724
C 2.31 -0.72 0.70  -0.934
C 2.20 -1.81 -0.41  -0.157
H -3.97 0.90 -1.86  0.305
H -4.19 -0.53 -1.38  0.385
H -2.90 1.26 0.38  0.305
H -2.94 -1.73 0.67  0.330
H -3.43 -0.51 1.97  0.312
H -1.68 -0.71 1.42  0.098
H 0.33 -0.17 -1.38  0.295
H -0.60 2.09 -0.07  0.627
H -0.52 1.02 2.03  0.340
H 1.08 1.82 1.83  0.390
H 1.34 -0.62 2.62  0.734
H 0.26 -1.15 1.44  0.259
H 3.16 -0.82 1.36  0.461
H 2.58 0.04 0.12  0.163
H 2.05 -2.80 -0.06  0.442
H 1.29 -1.43 -1.01  0.074
H 3.08 -2.05 -2.25  0.286
H 3.29 -0.60 -1.42  0.332
H 1.52 3.37 0.38  0.370
N -4.17 0.37 -0.92  -0.754
N -0.39 0.16 -0.72  0.036
N 3.35 -1.68 -1.34  -0.738
O -1.94 -0.99 -1.84  -0.702
O 1.61 1.26 -1.92  -0.573
O 1.80 2.98 -0.44  -0.488